{
  "formula": "C21H16N3O2Zn",
  "method": "the ωB97M-V functional and the def2-TZVPD basis",
  "lumo_ev": 2.50,
  "total_charge": -1,
  "species": ["Zn", "C", "C", "O", "C", "C", "C", "N", "N", "C", "O", "C", "C", "C", "C", "C", "C", "H", "H", "H", "H", "H", "H", "H", "H", "H", "H", "H", "H", "N", "C", "C", "C", "C", "C", "C", "C", "C", "C", "H", "H", "H", "H"],
  "xyz": [[1.558, -0.512, -0.135], [4.789, -0.413, 2.594], [3.783, 0.160, 1.641], [3.354, -0.675, 0.749], [3.460, 1.475, 1.734], [2.474, 2.128, 0.949], [2.340, 3.600, 1.157], [1.852, 1.511, -0.011], [1.058, 2.210, -0.880], [0.555, 1.413, -1.779], [0.702, 0.160, -1.873], [-0.230, 2.010, -2.917], [-0.580, 3.378, -2.983], [-1.185, 3.910, -4.096], [-1.624, 3.134, -5.213], [-1.308, 1.766, -5.130], [-0.632, 1.257, -4.007], [5.188, -1.320, 2.146], [5.680, 0.220, 2.875], [4.265, -0.800, 3.453], [3.840, 2.023, 2.580], [2.976, 4.149, 0.443], [1.317, 3.966, 0.921], [2.653, 3.927, 2.120], [-0.491, 4.035, -2.118], [-1.416, 4.983, -4.079], [-2.277, 3.517, -6.046], [-1.630, 1.111, -5.882], [-0.619, 0.202, -3.862], [-5.673, -5.658, 3.945], [-4.822, -5.190, 3.312], [-3.901, -4.439, 2.536], [-3.714, -3.092, 2.840], [-2.686, -2.385, 2.193], [-1.776, -3.110, 1.444], [-2.058, -4.406, 1.084], [-3.112, -5.083, 1.623], [-0.652, -2.479, 0.840], [0.342, -1.853, 0.513], [-4.452, -2.603, 3.393], [-2.646, -1.307, 2.314], [-1.345, -4.853, 0.350], [-3.359, -6.065, 1.263]],
  "nbo_charge": [1.63, -0.68, 0.47, -0.85, -0.49, 0.29, -0.67, -0.51, -0.46, 0.55, -0.84, -0.08, -0.18, -0.24, -0.23, -0.23, -0.19, 0.22, 0.21, 0.22, 0.19, 0.23, 0.24, 0.21, 0.22, 0.20, 0.21, 0.20, 0.23, -0.35, 0.30, -0.22, -0.15, -0.18, -0.11, -0.19, -0.16, -0.10, -0.57, 0.22, 0.23, 0.23, 0.22]
}

---

{
  "formula": "C4H4O4",
  "method": "the ωB97M-V functional and the def2-TZVPD basis",
  "lumo_ev": -1.91,
  "species": ["C", "C", "C", "C", "H", "H", "H", "H", "O", "O", "O", "O"],
  "xyz": [[-1.057, -0.292, -0.166], [-0.863, 0.939, -0.894], [1.021, 0.436, -0.071], [0.243, -0.572, 0.365], [-3.160, 0.109, 0.555], [-1.425, 1.478, -1.602], [2.274, 0.789, 1.830], [-0.427, -2.254, 0.664], [-2.244, -0.780, 0.127], [0.326, 1.461, -0.751], [2.262, 0.745, 0.033], [0.491, -1.826, 0.984]],
  "nbo_charge": [0.14, 0.09, 0.46, 0.13, 0.49, 0.19, 0.21, 0.50, -0.68, -0.39, -0.51, -0.63]
}

---

{
  "formula": "C5H6Cl2O4RhTm",
  "method": "the ωB97M-V functional and the def2-TZVPD basis",
  "lumo_ev": [-17.00, -21.51],
  "s2": 12.0221,
  "spin_multiplicity": 7,
  "total_charge": 4,
  "species": ["Rh", "Tm", "Cl", "Cl", "C", "C", "C", "O", "O", "O", "C", "C", "O", "H", "H", "H", "H", "H", "H"],
  "xyz": [[-0.142, -0.447, -3.765], [-0.560, 0.681, -0.597], [-0.923, -1.814, -2.005], [-1.350, 2.828, 0.096], [1.555, 1.616, -0.077], [0.832, -1.817, -4.479], [0.530, 0.922, -4.753], [2.518, 2.127, 0.308], [1.438, -2.689, -4.963], [0.995, 1.848, -5.291], [-0.914, -0.594, 3.613], [-0.144, 0.167, 2.556], [-0.432, -0.439, 1.240], [-1.986, -0.622, 3.375], [-0.812, -0.100, 4.582], [-0.546, -1.624, 3.708], [-0.448, 1.211, 2.440], [0.943, 0.149, 2.682], [-0.554, -1.405, 1.330]],
  "lowdin_spin": [2.04, 2.12, 0.39, 0.70, 0.00, 0.16, 0.14, 0.00, 0.03, 0.14, 0.08, 0.08, 0.01, 0.02, 0.00, 0.04, 0.03, 0.02, 0.00]
}

---

{
  "formula": "CH6NP3",
  "method": "the ωB97M-V functional and the def2-TZVPD basis",
  "smiles": "[H]/N=C(/P)[PH]#[PH2]",
  "lumo_ev": [-0.59, -0.57],
  "species": ["H", "N", "C", "P", "P", "P", "H", "H", "H", "H", "H"],
  "xyz": [[-0.486, -3.018, -0.139], [-1.192, -2.325, 0.058], [-0.834, -0.786, -0.439], [-2.227, 0.257, -0.134], [0.673, -0.328, -1.304], [1.882, -0.367, 0.571], [-1.275, 0.810, 0.900], [-2.783, -0.837, 0.584], [0.427, 1.176, -1.032], [2.307, -1.711, 0.496], [3.019, -0.090, -0.124]],
  "nbo_charge": [0.32, -0.68, -0.43, 0.35, 0.34, 0.07, 0.02, 0.04, -0.01, 0.00, -0.02]
}

---

{
  "formula": "CH2O5P",
  "method": "the ωB97M-V functional and the def2-TZVPD basis",
  "lumo_ev": 4.06,
  "total_charge": -1,
  "species": ["C", "O", "O", "O", "O", "O", "P", "H", "H"],
  "xyz": [[-1.102, 0.985, 0.099], [1.048, -0.832, 1.214], [2.544, -0.579, -0.819], [0.112, -1.121, -1.228], [-0.151, 1.658, -0.058], [-1.215, -0.204, 0.627], [1.188, -0.727, -0.317], [-2.074, 1.450, -0.261], [-0.350, -0.630, 0.743]],
  "nbo_charge": [0.68, -1.09, -1.11, -1.11, -0.63, -0.68, 2.40, 0.06, 0.48]
}

---

{
  "formula": "C6H14N2",
  "method": "the ωB97M-V functional and the def2-TZVPD basis",
  "smiles": "[H]/N=C(/C)N.C=C(C)C",
  "lumo_ev": 0.85,
  "species": ["H", "N", "C", "C", "N", "H", "H", "H", "H", "H", "C", "C", "C", "C", "H", "H", "H", "H", "H", "H", "H", "H"],
  "xyz": [[2.076, 0.036, -1.992], [1.805, 0.623, -1.206], [1.970, 0.094, -0.069], [1.609, 0.863, 1.164], [2.494, -1.150, 0.165], [0.716, 0.431, 1.614], [2.423, 0.825, 1.885], [1.404, 1.894, 0.898], [2.626, -1.782, -0.607], [2.419, -1.560, 1.079], [-2.024, -0.198, 1.237], [-1.690, -0.045, -0.034], [-1.469, -1.209, -0.952], [-1.487, 1.297, -0.665], [-2.159, -1.172, 1.680], [-2.185, 0.644, 1.889], [-2.204, -1.197, -1.755], [-1.548, -2.155, -0.421], [-0.483, -1.134, -1.408], [-2.142, 1.409, -1.528], [-1.694, 2.098, 0.039], [-0.457, 1.385, -1.013]],
  "nbo_charge": [0.33, -0.74, 0.46, -0.68, -0.83, 0.24, 0.22, 0.24, 0.39, 0.39, -0.44, 0.05, -0.65, -0.67, 0.19, 0.19, 0.21, 0.21, 0.22, 0.21, 0.21, 0.25]
}

---

Calculated total energy across the listed records, respectively: -2903.93829; -455.47451; -2609.18626; -1120.32968; -757.00867; -346.50818 a.u..
Energy relative to the best compared isomer or geometry (same formula, charge and spin) across the listed records, respectively: 0.228; 9.212; 1.694; 1.878; 1.782; 0.516 eV.
Maximum force across the listed records, respectively: 2.36; 5.92; 12.26; 9.05; 3.95; 0.90 eV Å⁻¹.